{
  "formula": "C13H3Cl4F5O",
  "method": "the ωB97M-V functional and the def2-TZVPD basis",
  "species": ["F", "C", "C", "F", "C", "F", "C", "C", "O", "C", "C", "Cl", "C", "Cl", "C", "C", "Cl", "C", "Cl", "C", "F", "C", "F", "H", "H", "H"],
  "xyz": [[1.63, 2.87, -3.56], [0.89, 2.32, -2.50], [1.57, 1.97, -1.25], [2.88, 2.10, -1.27], [0.72, 1.59, -0.18], [1.35, 1.12, 0.98], [-0.72, 1.43, -0.31], [-1.58, 1.06, 0.96], [-1.87, -0.36, 0.76], [-0.89, -1.32, 1.04], [-0.43, -2.03, -0.13], [-1.31, -2.04, -1.65], [0.77, -2.90, 0.04], [1.53, -3.58, -1.36], [1.28, -2.97, 1.36], [0.79, -2.25, 2.45], [1.39, -2.39, 4.12], [-0.28, -1.42, 2.30], [-1.11, -0.69, 3.66], [-1.30, 1.75, -1.57], [-2.63, 1.49, -1.78], [-0.54, 2.17, -2.72], [-1.05, 2.52, -3.86], [-2.41, 1.71, 1.06], [-0.85, 1.25, 1.73], [2.20, -3.40, 1.67]],
  "orbital_gap_ev": 9.314,
  "lumo_energy_ev": -0.1,
  "homo_ev": -9.400,
  "energy_ha": -2912.42550
}